[1]
2 unconnected molecules or ions with the total composition C5H16N2O at a distorted geometry, computed with ωB97M-V/def2-TZVPD.

The frontier orbital gap comes out at 9.72 eV. The structure (SMILES) is CC(C)CNCN.O.

```
24
Properties=species:S:1:pos:R:3:forces:R:3:mulliken_charge:R:1
C -0.5088 -0.5235 -0.0878 -0.7 0.0 0.8 -0.855
C 0.0245 -0.1478 -1.4575 0.0 -0.3 -2.0 0.579
C -1.1904 -0.2537 -2.4397 0.7 0.1 -0.9 -1.437
C 0.4437 1.3002 -1.5110 0.3 0.9 -0.4 -1.202
N 0.3672 -0.3364 1.0582 -1.0 -1.8 0.5 -0.104
C 1.2929 -1.3773 1.4881 -1.0 -1.8 1.8 -0.374
N 2.1480 -0.9604 2.6875 -0.6 -1.4 -2.1 -0.657
H -1.4291 0.0617 0.0877 0.5 0.2 -0.1 -0.020
H -0.8774 -1.5133 -0.0324 -0.3 -1.4 -0.4 0.517
H 0.8759 -0.8222 -1.7537 -0.8 0.5 0.2 0.197
H -1.2477 -1.2790 -2.8277 -1.3 -0.2 1.1 0.337
H -1.9804 0.3623 -1.9724 -0.5 -1.5 0.1 0.359
H -1.2399 0.2265 -3.4393 1.5 0.5 0.4 0.380
H -0.5240 1.8632 -1.3576 1.3 0.0 0.5 0.218
H 0.7569 1.6266 -2.5652 0.0 -0.7 1.6 0.364
H 1.2705 1.4648 -0.7440 -1.1 0.6 -1.1 0.393
H 0.8387 0.4370 0.7834 2.3 3.1 -0.1 0.211
H 1.8849 -1.8969 0.7126 0.4 0.8 0.2 0.353
H 0.6326 -2.2615 1.8639 0.9 1.5 -0.4 0.247
H 1.7218 -0.2059 3.1401 -1.9 0.9 1.2 0.261
H 2.9441 -0.4339 2.4155 1.4 -0.2 -1.1 0.240
H -2.5146 1.1698 1.6855 -2.7 -2.3 -1.9 0.291
H -1.7316 1.6034 2.5669 1.8 0.9 1.7 0.294
O -1.9579 1.8964 1.6987 0.9 1.5 0.2 -0.591
```
Positions in Å, forces in eV/Å.

[2]
2 unconnected molecules or ions with the total composition C5H16N2O at a distorted geometry, computed with ωB97M-V/def2-TZVPD.

The frontier orbital gap comes out at 11.56 eV. Its net charge is +2.

```
24
Properties=species:S:1:pos:R:3:forces:R:3:mulliken_charge:R:1
C -0.9676 -2.5591 0.3350 -1.5 -3.0 -1.5 -1.327
C -0.6112 -1.3201 -0.4940 0.3 -0.2 0.8 0.215
C 0.0414 -0.2927 0.4603 -2.3 -0.1 1.4 -0.759
C 0.7473 0.8197 -0.1502 0.4 2.8 -0.5 0.568
C 1.9985 0.9095 -0.5198 1.3 1.6 -1.5 -1.061
N 0.0607 2.2366 -0.2580 1.8 0.2 0.5 -0.369
N 0.3437 -1.5252 -1.7680 1.4 1.0 3.1 -0.277
H -1.3143 -3.5545 -0.2514 1.4 2.3 0.9 0.323
H -1.8217 -2.5563 1.0344 -0.4 1.4 -0.8 0.410
H -0.2605 -2.7832 1.0852 1.7 -0.6 0.2 0.416
H -1.5297 -0.9156 -0.8313 -0.7 0.4 -1.2 0.231
H 0.6461 -0.8576 1.1641 0.6 0.2 0.0 0.507
H -0.7974 0.1321 1.1214 1.1 -0.9 -1.0 0.177
H 2.3363 1.7646 -1.1585 -0.4 -0.4 1.0 0.250
H 2.8505 0.3181 -0.3106 0.2 -1.4 0.2 0.382
H -0.5979 2.2726 0.6610 1.3 0.9 -1.0 0.389
H 0.8869 3.0150 -0.3860 -2.6 -2.3 1.2 0.426
H -0.4722 2.4195 -1.0904 -0.8 -0.4 -0.6 0.354
H 0.0156 -2.1915 -2.4028 -0.9 -1.7 -1.2 0.376
H 0.4652 -0.6443 -2.2793 -0.2 -0.1 0.2 0.379
H 1.3280 -1.8068 -1.4624 -1.6 0.2 -0.4 0.380
H -0.6256 2.9538 2.7479 0.0 -0.2 -0.4 0.323
H -1.7678 1.8900 2.6269 1.9 1.0 -1.4 0.347
O -0.9541 2.2755 2.1264 -2.2 -0.7 2.1 -0.660
```
Positions in Å, forces in eV/Å.

[3]
3 unconnected molecules or ions with the total composition C5H16N2O2 at a distorted geometry, computed with ωB97M-V/def2-TZVPD.

The frontier orbital gap comes out at 9.00 eV. The structure (SMILES) is CN/C=C/CCN.O.O.

```
25
Properties=species:S:1:pos:R:3:forces:R:3:mulliken_charge:R:1
C 2.0308 -0.5104 -1.3755 0.1 2.0 1.0 -0.584
C 0.6911 -1.2940 -1.4931 0.5 -2.3 -1.6 -0.619
C -0.2685 -1.0476 -0.3543 1.2 3.0 -0.9 -0.415
C -0.6505 0.1880 0.0089 0.2 -0.5 1.4 -0.638
N -1.2764 0.4321 1.3016 -1.2 1.1 -2.7 -0.314
C -0.7987 -0.2661 2.4057 1.0 0.1 4.7 -0.785
N 1.5908 0.8896 -1.2269 2.3 0.1 0.0 -0.657
H 2.6222 -0.7954 -0.4361 -0.9 0.3 -1.3 0.249
H 2.7977 -0.4377 -2.2218 -1.4 -1.2 0.8 0.283
H 0.2538 -1.0684 -2.5050 0.2 0.2 0.9 0.234
H 0.8783 -2.4058 -1.5890 -0.1 1.0 0.3 0.343
H -0.5257 -1.7875 0.3231 -0.5 -1.8 0.8 0.474
H -0.2778 1.1148 -0.4186 -1.1 -0.6 -0.5 0.679
H -2.2940 0.5946 1.1779 1.1 -0.3 0.8 0.276
H -0.8210 -1.3910 2.4297 -0.5 0.9 0.0 0.286
H 0.3261 -0.0173 2.5945 -1.8 -0.4 -0.4 0.181
H -1.3419 0.2184 3.4037 1.3 -1.6 -2.4 0.285
H 1.4535 1.3471 -0.3555 0.6 -0.5 0.5 0.427
H 1.1214 1.3440 -1.9597 -0.4 0.1 -1.2 0.197
H 1.1690 2.7190 0.9304 -0.1 0.1 0.3 0.337
H 0.3946 1.5880 1.6777 0.7 0.7 -0.2 0.415
O 1.2947 1.9738 1.5307 -0.7 -0.2 0.1 -0.716
H -3.1074 -0.1394 -0.6147 0.2 -1.2 -1.5 0.314
H -2.2247 -0.4873 -1.8401 -0.2 -0.1 0.3 0.364
O -3.0374 -0.7613 -1.3935 -0.5 1.1 0.9 -0.616
```
Positions in Å, forces in eV/Å.

[4]
3 unconnected molecules or ions with the total composition C5H16N2O3 at a distorted geometry, computed with ωB97M-V/def2-TZVPD.

The frontier orbital gap comes out at 9.69 eV. The structure (SMILES) is C[C@@H](CN)N(C)C=O.O.O.

```
26
Properties=species:S:1:pos:R:3:forces:R:3:mulliken_charge:R:1
C 0.7948 0.0738 0.5205 1.1 0.5 -0.9 -0.652
N 0.2439 0.0666 -0.7638 0.5 -1.5 0.9 0.254
C 1.0922 -0.5867 -1.7565 -0.6 -1.1 -0.9 -1.173
C -1.5954 -1.7430 -0.3161 1.4 -0.8 -1.3 -1.313
C -1.1677 -0.3330 -0.8562 -1.4 0.5 1.0 0.213
C -1.9836 0.7670 -0.1383 -1.5 1.9 0.8 -0.810
N -1.8521 2.0932 -0.7715 -1.1 -2.0 0.6 -0.355
O 1.9845 0.0277 0.7384 0.0 -0.1 -0.2 -0.555
H 0.1485 0.2435 1.3643 -1.0 -0.2 0.2 0.910
H 0.9349 -1.7064 -1.8101 -0.2 1.0 0.1 0.310
H 0.8663 -0.1657 -2.7288 -0.3 -0.1 -0.3 0.369
H 2.1505 -0.4858 -1.6510 0.5 0.6 0.8 0.432
H -2.3856 -1.7298 0.4333 0.3 0.1 0.1 0.384
H -0.7627 -2.4614 -0.0809 -0.4 1.1 0.6 0.254
H -1.9372 -2.2937 -1.1916 -0.8 0.1 0.0 0.371
H -1.5056 -0.2662 -1.9120 0.6 0.1 0.5 0.366
H -3.1076 0.5581 -0.0352 1.6 -0.2 -0.7 0.444
H -1.7615 0.9951 0.9431 0.4 -1.2 -0.9 0.074
H -0.9700 2.5414 -0.6888 0.1 0.6 -0.4 0.214
H -2.6455 2.3646 -1.3191 0.6 0.6 -0.3 0.183
H 2.4392 -3.2885 1.5436 -0.5 0.0 -0.1 0.303
H 2.2019 -2.6338 0.1159 -0.2 -0.1 0.4 0.303
O 2.8435 -2.8471 0.7979 0.8 0.0 -0.3 -0.621
H -1.2567 2.6079 2.2190 0.2 -0.7 -0.5 0.328
H 0.2043 2.0876 1.6499 -0.7 -0.2 0.0 0.408
O -0.3118 2.7375 2.1293 0.7 1.2 0.6 -0.640
```
Positions in Å, forces in eV/Å.

The following relative energy (zero: lowest compared OMol25 entry of this formula, charge and spin) values (in eV) correspond, in order, to the records above: 2.506 2.204 3.768 2.644.
The following HOMO level values (in eV) correspond, in order, to the records above: -8.88 -18.52 -8.36 -9.10.
The following energy values (in a.u.) correspond, in order, to the records above: -384.7660 -384.1747 -459.9781 -535.2816.